C28H29BrN8O6Tl as an isolated structure. Source: OMol25; level of theory: ωB97M-V with the def2-TZVPD basis set.

CARTESIAN COORDINATES (ANGSTROEM)
Tl 0.0684 -0.2878 0.0468
Br -1.6562 -2.4868 1.7894
O -2.2884 3.4559 -4.0593
O 0.5080 1.5584 -1.1424
O -4.2396 2.3906 -4.2950
O -1.4049 1.1814 1.0397
O 1.7944 -0.7305 -1.6263
O -0.2389 3.0232 -2.6528
N -1.7756 0.0537 -1.3667
N -0.4360 -2.4841 -0.6843
N 0.5049 2.2356 1.7865
N 3.7754 -1.7577 -1.1859
N 1.0516 1.0412 1.6036
N 3.7069 0.1671 -2.4437
N -3.5686 0.4362 -2.5330
N 1.7382 -1.5424 1.4026
C -3.1432 2.4962 -3.7998
C -1.5029 -4.5496 -0.1610
C 3.0595 1.2939 -3.1133
C 4.1743 -2.4614 2.3117
C -1.5696 5.8919 1.7412
C -2.8260 3.5350 0.9884
C -0.7813 2.2159 1.4055
C 3.0384 -0.7692 -1.7539
C -3.5225 4.7319 0.9401
C -2.9895 -0.3998 -1.6520
C -0.1011 -2.9662 -1.8884
C -2.8926 5.9110 1.3159
C 0.0046 -4.7497 -3.6526
C -1.1298 -5.0425 -1.4020
C -3.6787 -1.5960 -1.0958
C -2.7059 1.4562 -2.8263
C 3.2540 -3.3489 1.7689
C 2.0560 -2.8360 1.3137
C 2.9739 1.6513 2.9800
C 3.8516 -1.1220 2.4017
C -1.5948 1.2064 -2.0920
C 2.6076 -0.6882 1.9470
C 2.1738 0.7111 2.1347
C -1.4986 3.5147 1.4085
C -1.1258 -3.2603 0.1490
C -0.8700 4.6964 1.7879
C -0.4185 -4.2538 -2.2965
C -0.3575 2.0076 -1.9611
H 3.5359 2.2252 -2.8151
H 1.0919 -4.7940 -3.7243
H 3.4559 -4.4091 1.7032
H -3.6568 -1.5714 -0.0072
H 3.1216 1.1871 -4.1953
H -3.4325 6.8486 1.2741
H 2.0239 1.3306 -2.8035
H 4.5490 -0.4138 2.8256
H 4.7538 -1.8716 -1.3811
H -0.3471 -4.0841 -4.4414
H 4.6954 0.0422 -2.5820
H 3.1955 1.2188 3.9575
H 0.1617 4.6694 2.1103
H -4.5534 4.7480 0.6103
H 1.3103 -3.4869 0.8742
H 3.2846 -2.5223 -0.7601
H -1.0823 6.8130 2.0334
H -1.4462 3.3291 -3.5300
H 5.1326 -2.8135 2.6719
H 2.4138 2.5703 3.1163
H -0.3876 -5.7456 -3.8471
H 0.4364 -2.2815 -2.5311
H -3.2988 2.6051 0.6998
H -4.7187 -1.6161 -1.4165
H -4.4891 0.3802 -2.9487
H -2.0833 -5.1383 0.5342
H -1.4142 -6.0505 -1.6805
H -3.2044 -2.5169 -1.4362
H 3.9229 1.8915 2.4937

Forces on atoms 1 to 6 (eV/Å):
-0.1 0.5 -0.1
0.1 0.0 0.0
-0.7 -0.1 -0.2
0.0 0.3 -0.2
-0.1 0.0 0.0
-0.2 -0.2 0.1

The calculation puts the orbital gap at 7.18 eV. The LUMO energy is -3.31 eV. The charge is +1.

C28H29Cl4N2O7STb as an isolated structure. Source: OMol25; level of theory: ωB97M-V with the def2-TZVPD basis set.

CARTESIAN COORDINATES (ANGSTROEM)
Tb -1.1443 -0.8552 -0.4049
Cl -5.4124 -4.0244 4.1917
Cl -5.0138 -3.9318 1.0625
Cl -1.0081 -0.8924 4.7556
Cl -3.4224 -2.4679 6.0458
S -1.2798 -4.0816 -1.5040
O 1.1776 -1.1347 -0.2650
O -1.8604 0.6827 -2.0020
O 0.1550 1.6839 -0.6804
O -2.6899 -2.2563 0.2462
O -0.7435 -2.6943 -1.8805
O -2.6333 0.9901 0.0252
O -0.9509 -1.1048 1.7926
N 3.0717 -1.3840 0.9650
N 3.1345 -1.3036 -1.3683
C -1.6253 4.5840 2.9745
C -3.9323 -3.0937 2.1179
C -1.9228 5.2273 1.7837
C -3.2205 -2.4447 4.3304
C -1.8778 3.5805 -2.9326
C -2.1516 -1.7412 3.7661
C -1.7139 4.5850 0.5712
C 0.2260 4.3211 -2.0646
C 4.5846 -1.4063 -1.4080
C -0.8876 3.4917 -1.9653
C 0.3549 5.2138 -3.1137
C -1.2062 3.2926 0.5339
C -0.3423 -5.1752 -2.5616
C 2.4517 -1.2871 -2.6494
C -1.7579 4.4849 -3.9805
C 4.5137 -1.5501 1.0457
C -1.1230 3.2910 2.9466
C -1.9515 -1.7252 2.3928
C 2.4194 -1.2710 -0.2160
C -0.4862 -4.4830 0.0577
C 2.3449 -1.4073 2.2284
C -0.6416 5.2993 -4.0775
C -2.0202 1.4078 -0.9753
C -4.1028 -3.1281 3.5071
C -0.9182 2.6481 1.7369
C 5.1864 -0.8708 -0.1278
C -2.8891 -2.3781 1.5478
C -1.0044 2.5589 -0.7819
H -2.3197 6.2340 1.7929
H 4.7722 -2.6156 1.0779
H 6.2610 -1.0509 -0.1091
H 5.0262 0.2077 -0.0661
H -1.1202 -5.1808 0.6025
H 1.3969 -1.5035 -2.5146
H -1.9519 5.1059 -0.3474
H 4.9352 -0.8404 -2.2727
H 2.5656 -0.3198 -3.1440
H 0.7168 -4.9271 -2.5111
H 2.8823 -2.0578 -3.2930
H 2.5253 -2.3555 2.7415
H -0.7112 -5.0541 -3.5776
H 0.4985 -4.9128 -0.1280
H -1.7912 5.0818 3.9211
H -0.5636 1.6255 1.7513
H -0.9096 2.7644 3.8678
H 4.8402 -1.1131 1.9900
H 0.8833 2.1535 -0.2616
H 0.9972 4.2867 -1.3026
H 1.2785 -1.2869 2.0723
H 4.8815 -2.4508 -1.5644
H 2.7026 -0.6007 2.8727
H -0.5464 6.0005 -4.8961
H -0.3551 -3.5782 0.6504
H -2.5420 4.5436 -4.7239
H -0.5154 -6.2003 -2.2332
H -2.7502 2.9425 -2.8856
H 1.2270 5.8520 -3.1753

Forces on atoms 1 to 6 (eV/Å):
0.4 -0.8 0.2
0.0 0.0 0.0
0.0 0.0 0.0
0.0 0.0 0.0
0.0 0.0 0.0
0.0 0.6 0.0

The multiplicity is 7. The calculation puts the orbital gap (spin up / spin down) at 6.82 / 6.83 eV. The LUMO energy (spin up / spin down) is -0.08 / -0.08 eV.

C28H29ClCrPSi as an isolated structure in a non-equilibrium geometry. Source: OMol25; level of theory: ωB97M-V with the def2-TZVPD basis set.

CARTESIAN COORDINATES (ANGSTROEM)
Cr 0.1764 -0.0377 0.6202
Cl 1.8839 1.4046 0.7166
P 0.0056 0.3341 -1.7392
Si -0.0140 0.0962 5.7429
C -1.0162 -1.9280 0.6293
C -1.6191 -0.1479 -2.4640
C 3.5434 -1.4929 -2.7310
C 2.5569 -0.7587 -2.0752
C 0.7558 4.5100 -3.5268
C -0.0011 -1.7076 6.3096
C -1.5630 0.9028 6.3799
C 0.8666 2.1045 -3.7346
C 1.5434 0.8914 6.3624
C -1.1117 -1.4419 1.9570
C 0.2478 4.3967 -2.2258
C 0.9280 -1.4480 -3.7621
C -3.3170 -1.8218 -2.8442
C -0.0827 0.6276 3.9800
C -2.0447 -1.4889 -2.3903
C -4.1483 -0.8328 -3.3905
C 0.2384 -1.1082 2.5834
C -2.4504 0.8478 -3.0015
C 3.2279 -2.2093 -3.8935
C 1.9256 -2.1836 -4.4060
C -0.1165 0.4699 2.6985
C 1.1291 -1.6117 1.5552
C 0.3474 2.0106 -2.4327
C -3.7135 0.4956 -3.4732
C 0.0341 3.1421 -1.6606
C 0.4198 -2.1623 0.3757
C 1.0638 3.3689 -4.2809
C 1.2477 -0.7422 -2.5915
H -1.8769 -2.2876 -0.0090
H 2.4477 0.3768 5.9824
H -2.0616 -1.0992 2.3769
H 1.5597 1.9309 5.9804
H -0.0851 -1.4115 -4.1710
H 2.7955 -0.1836 -1.1745
H 0.9144 5.4964 -3.9676
H 4.5583 -1.5011 -2.3319
H 0.0116 5.2847 -1.6452
H 0.5181 -1.4559 3.6565
H -0.3485 3.0307 -0.6408
H 0.8389 -2.7417 -0.5207
H -1.3960 -2.2690 -1.9744
H 0.8819 -2.2943 5.9876
H -1.5784 0.9078 7.4891
H 1.5709 0.9038 7.4687
H -0.0010 -1.7885 7.4187
H -0.8835 -2.2944 5.9832
H 1.1040 1.1953 -4.2994
H -2.4549 0.3767 5.9811
H -3.6517 -2.8560 -2.7705
H 1.4570 3.4391 -5.2916
H 1.6703 -2.7276 -5.3136
H -1.5637 1.9403 5.9850
H -4.3447 1.2737 -3.8994
H -2.0894 1.8780 -3.0665
H 4.0025 -2.7874 -4.4037
H 2.2028 -1.7173 1.6390
H -5.1419 -1.0985 -3.7558

Forces on atoms 1 to 6 (eV/Å):
-0.7 1.4 0.6
0.7 0.4 -0.3
-0.1 0.1 -0.5
-0.1 0.7 1.0
1.2 -1.5 0.7
0.3 0.2 -0.1

The multiplicity is 4. The calculation puts the orbital gap (spin up / spin down) at 6.58 / 6.10 eV. The LUMO energy (spin up / spin down) is -0.25 / -0.36 eV.

C28H29ClN8O3PRe as an isolated structure in a non-equilibrium geometry. Source: OMol25; level of theory: ωB97M-V with the def2-TZVPD basis set.

CARTESIAN COORDINATES (ANGSTROEM)
Re -0.4177 -0.9002 -1.2007
Cl 1.3597 -0.1807 -2.6052
P 0.2017 1.2096 -0.0208
O -0.2872 -4.6374 -1.1039
O 2.6718 -4.0209 3.7262
O -0.5860 -2.6921 -2.1669
N -1.7406 -0.1196 -2.6598
N 0.9678 -1.9358 0.1360
N -4.8315 0.5457 -3.8216
N 0.4247 -3.9563 3.7998
N -3.5598 0.2933 -3.6199
N -2.3502 -1.4712 -0.1592
N -3.0188 0.1837 -2.4396
N -2.7245 0.0708 -4.5993
C -0.4719 3.1138 1.8733
C 1.4401 3.5132 -1.0921
C 3.1458 -1.9922 2.0578
C 1.6238 -3.5263 3.4173
C 2.7389 1.1100 1.3463
C 3.5788 0.5203 2.2209
C -2.7844 3.9115 0.5495
C 0.6981 -2.2050 1.3683
C 1.6581 1.5105 -2.3879
C -2.3755 4.5652 1.7055
C -0.9550 -3.7466 -1.5429
C 3.1663 -0.6900 2.9548
C 2.3156 -1.9395 -0.2566
C 2.3569 2.1927 -3.3687
C 1.6462 -0.8640 3.2121
C -2.7394 -2.8984 -0.0109
C 2.1426 4.2047 -2.0675
C 2.5958 3.5501 -3.2041
C -1.2253 4.1611 2.3679
C 1.6887 -2.2665 2.4694
C 1.1915 2.1482 -1.2351
C 3.3415 -1.9229 0.6003
C -1.5878 -0.1889 -3.9886
C 0.8136 0.0228 2.3551
C -2.5005 -3.7165 -1.2715
C 1.3427 0.7604 1.3419
C -0.8832 2.4578 0.7107
C -2.0476 2.8509 0.0521
H 2.7053 1.6782 -4.2514
H 0.4069 -4.7598 4.4163
H -5.1398 0.6703 -4.7767
H 1.3185 -0.8954 4.2531
H 1.0751 4.0313 -0.2170
H -3.8065 -2.9435 0.2335
H 3.1330 4.0914 -3.9685
H 3.7665 -0.8674 3.8464
H -2.9498 5.3948 2.0864
H 3.8442 -2.7341 2.4551
H 3.0707 1.9148 0.7059
H -0.3477 -2.2743 1.6432
H -3.6746 4.2389 0.0359
H 4.3524 -1.8996 0.2237
H -3.0040 -3.2942 -2.1412
H -2.3529 2.3271 -0.8440
H -0.9016 4.6712 3.2624
H -0.6855 -0.4423 -4.5078
H 2.4759 -2.0114 -1.3218
H 0.4357 2.8174 2.3787
H -2.1779 -3.3363 0.8181
H -3.0376 -1.0301 -0.7859
H -5.4156 0.8073 -3.0425
H 4.5951 0.8639 2.3366
H 2.3301 5.2599 -1.9420
H -0.4602 -3.5569 3.5494
H -2.8336 -4.7420 -1.1175
H -2.4858 -1.0026 0.7396
H -0.2602 -0.0017 2.4891

Forces on atoms 1 to 6 (eV/Å):
-1.1 -2.5 0.3
0.1 -1.0 -0.6
0.9 1.0 0.7
0.8 0.6 -0.3
0.1 -0.2 0.3
2.3 3.9 -0.8

The multiplicity is 2. The calculation puts the orbital gap (spin up / spin down) at 3.98 / 4.51 eV. The LUMO energy (spin up / spin down) is -12.51 / -11.98 eV. The charge is +3.

C28H29FN7O4Re as an isolated structure in a non-equilibrium geometry. Source: OMol25; level of theory: ωB97M-V with the def2-TZVPD basis set.

CARTESIAN COORDINATES (ANGSTROEM)
Re 0.0199 0.8496 0.4254
F 6.5944 2.0359 -1.4453
O 0.8219 -1.9425 3.0915
O -0.1028 2.5428 -0.3547
O 0.3100 -0.7448 1.2741
O 2.0424 1.0510 0.4671
N -3.9309 -0.5481 -0.0937
N -7.7232 -1.8069 1.4688
N 4.7609 -0.7553 2.8865
N -5.8528 -1.8636 0.4624
N -0.1695 4.8062 -0.7010
N -7.0545 -1.2826 0.5605
N -2.0201 0.4518 0.3058
C -7.0450 -2.8222 2.0563
C -7.3627 -3.7288 3.0646
C -1.8799 -1.6338 -1.0592
C -6.3690 -4.6002 3.4714
C 5.1158 -1.6986 5.1800
C -2.6000 -0.6063 -0.2777
C 5.2327 -0.0902 1.7791
C -4.2143 0.5904 0.6203
C 6.1460 1.3414 -0.4146
C 4.3105 0.4969 0.8708
C 2.5327 -0.6470 2.0703
C 2.8913 0.3330 1.1028
C 5.7103 -0.9771 3.9865
C -3.0294 1.1960 0.8738
C -5.7711 -2.8543 1.4183
C 3.4937 -1.1175 2.9562
C 6.6230 0.0071 1.5372
C 1.1446 -1.1729 2.2328
C 6.9354 -1.6642 3.3862
C -1.5896 4.9382 -0.4843
C 7.0587 0.7344 0.4451
C 0.4454 3.6590 -0.6287
C -5.1113 -4.6121 2.8575
C 0.5259 6.0213 -1.0437
C -4.7826 -3.7345 1.8390
C -4.9475 -1.4698 -0.5759
C 4.7811 1.2208 -0.2256
C 7.6068 -0.6981 2.4156
H 4.8036 -2.7124 4.9430
H -2.0452 3.9585 -0.3501
H -4.3728 -5.3188 3.2024
H -5.2113 0.8833 0.8783
H 7.6264 -1.9351 4.1823
H -2.0306 -1.4662 -2.1272
H 8.1137 0.8302 0.2382
H 6.0051 0.0312 4.3071
H -2.2195 -2.6390 -0.8181
H -8.3608 -3.7711 3.4732
H 4.0921 1.6585 -0.9299
H 6.6363 -2.5838 2.8811
H 0.2259 6.3542 -2.0397
H 1.6044 5.8833 -1.0344
H -6.5651 -5.2917 4.2756
H -5.5479 -0.9616 -1.3447
H 8.3407 -1.2163 1.7951
H -1.7838 5.5553 0.3960
H -2.0372 5.4343 -1.3486
H -3.7858 -3.7145 1.4246
H 5.8777 -1.7639 5.9517
H 1.5228 3.6564 -0.8327
H -2.8283 2.0819 1.4465
H -0.8105 -1.5730 -0.8549
H -4.4691 -2.3533 -1.0109
H 3.1763 -1.7681 3.7607
H 8.1593 0.0574 2.9835
H 4.2845 -1.1420 5.6055
H 0.2649 6.8117 -0.3372

Forces on atoms 1 to 6 (eV/Å):
-0.1 -1.7 -0.1
0.0 0.0 0.0
-0.3 0.8 -1.1
-1.1 -1.5 0.7
-1.5 2.2 -1.7
-3.0 0.7 -1.0

The multiplicity is 2. The calculation puts the orbital gap (spin up / spin down) at 2.69 / 3.15 eV. The LUMO energy (spin up / spin down) is -12.06 / -11.61 eV. The charge is +3.

C28H29FeN2O3S as an isolated structure in a non-equilibrium geometry. Source: OMol25; level of theory: ωB97M-V with the def2-TZVPD basis set.

CARTESIAN COORDINATES (ANGSTROEM)
Fe 10.9759 6.7041 12.0411
S 8.3158 5.3036 10.6074
O 14.4701 5.0387 12.9508
O 12.6904 5.7687 11.8150
O 9.4890 5.3325 11.5373
N 10.4813 8.3789 12.0627
N 11.3484 6.1123 14.0610
C 10.0344 6.2040 8.6429
C 12.4211 6.7571 8.8537
C 6.7302 7.2592 11.9219
C 9.7787 7.5325 8.2010
C 10.8589 8.3346 7.9333
C 11.3576 5.8686 8.9784
C 9.2497 6.6555 15.1052
C 5.7479 6.4197 12.4311
C 8.5338 6.8205 16.2434
C 8.9376 5.2283 8.9242
C 13.3311 5.4612 12.8919
C 7.1332 8.3474 12.7249
C 12.5711 5.6858 16.5744
C 7.5680 6.9928 10.6746
C 12.2226 9.6562 13.2283
C 11.1018 9.6463 12.2050
C 11.2250 6.2191 16.4719
C 10.4554 6.4548 17.6516
C 12.1680 7.9463 8.2359
C 11.7312 9.8897 10.7994
C 9.1263 6.7122 17.5037
C 10.0004 10.7586 12.5117
C 5.0936 6.7385 13.6275
C 12.5471 5.6591 14.1668
C 6.5015 8.6306 13.9107
C 5.5170 7.7893 14.4035
C 10.6249 6.3281 15.2291
C 13.2325 5.3897 15.4175
H 9.2846 10.8234 11.6942
H 10.4164 11.7258 12.7243
H 8.7590 6.6570 14.1461
H 14.1886 5.0240 15.4205
H 13.4395 6.5082 9.1216
H 8.7646 7.8484 7.9435
H 10.9116 6.3546 18.6195
H 12.7130 10.6413 13.2059
H 4.9396 8.0706 15.3020
H 7.0070 7.1271 9.7367
H 12.9612 8.6691 7.9946
H 13.0516 5.6925 17.5488
H 7.9406 9.0268 12.3824
H 12.5152 9.2003 10.6212
H 9.2750 4.1928 8.8683
H 8.3790 7.7320 10.7388
H 5.4045 5.5404 11.8838
H 4.2471 6.1189 13.9197
H 11.8581 9.4829 14.2241
H 12.9160 8.9212 12.8700
H 8.5093 6.7788 18.3758
H 7.5021 7.0429 16.2147
H 10.9914 9.7966 9.9726
H 9.4074 10.4361 13.3714
H 10.6631 9.3061 7.4469
H 11.4864 4.8883 9.3020
H 12.1105 10.9139 10.7680
H 8.0278 5.3743 8.3119
H 6.7753 9.4799 14.4427

Forces on atoms 1 to 6 (eV/Å):
-0.3 -0.9 -0.5
-1.5 0.6 0.6
0.0 0.0 0.2
0.1 0.1 0.0
0.7 0.1 0.3
-0.4 0.2 0.6

The multiplicity is 6. The calculation puts the orbital gap (spin up / spin down) at 7.30 / 7.63 eV. The LUMO energy (spin up / spin down) is 0.04 / -0.04 eV.

C28H29MnN4O2SSi as an isolated structure. Source: OMol25; level of theory: ωB97M-V with the def2-TZVPD basis set.

CARTESIAN COORDINATES (ANGSTROEM)
Mn 0.7357 -0.5800 0.2892
S -1.7201 -0.5264 -1.6216
Si -0.6209 -3.2177 1.9758
O 6.4576 3.9844 1.4442
O 7.1037 2.1913 0.4251
N -0.8731 0.0869 -0.3523
N 6.2760 2.8856 0.9791
N 1.1198 0.7535 1.6886
N 2.5355 -0.0601 -0.4214
C 4.9090 2.3227 1.1129
C 4.4340 0.0307 -1.8485
C -3.4249 -0.2518 -1.2440
C -4.2251 -1.3699 -1.0652
C -5.5634 -1.1831 -0.7458
C 0.6499 -2.3334 0.8701
C 4.4037 1.3712 0.1525
C -5.2539 1.2126 -0.8038
C -3.9220 1.0431 -1.1328
C 0.3873 1.1262 2.7277
C -6.0703 0.1003 -0.6130
C -0.3710 2.4648 -3.9960
C -2.2752 -3.1195 1.1110
C 0.8462 2.0419 3.6778
C -2.0128 1.2021 -5.2270
C -0.6738 -2.3219 3.6176
C 2.8920 2.2104 2.4326
C -2.1998 0.3666 -4.1390
C -0.5452 1.6333 -2.8964
C -0.0451 -4.9721 2.1823
C 4.2015 2.7301 2.1843
C -1.1011 2.2496 -5.1547
C -1.4649 0.6027 -2.9842
C 3.1271 0.8545 0.3962
C 2.3627 1.2838 1.5386
C 2.0987 2.5857 3.5341
C 5.0534 0.9407 -1.0282
C 3.1755 -0.4615 -1.5070
H -1.2672 0.9571 -0.0065
H -3.0317 -3.6746 1.6686
H -0.7364 -5.5276 2.8182
H 2.6777 -1.1999 -2.1241
H -6.2069 -2.0408 -0.6082
H 4.9135 -0.3146 -2.7526
H -0.5985 0.6832 2.8068
H -7.1145 0.2413 -0.3691
H 0.3211 -2.1976 4.0498
H -1.1497 -1.3415 3.5389
H 6.0314 1.3186 -1.2773
H -2.9160 -0.4447 -4.1882
H -1.2642 -2.8971 4.3338
H 0.2117 2.3045 4.5115
H 2.4821 3.2935 4.2580
H -2.2228 -3.5576 0.1103
H 0.9413 -5.0199 2.6463
H -3.8167 -2.3639 -1.1734
H -0.9618 2.8996 -6.0074
H -2.6183 -2.0893 1.0229
H 0.3335 3.2834 -3.9422
H -2.5806 1.0367 -6.1319
H -5.6640 2.2084 -0.7107
H 1.6593 -2.3042 1.3339
H 4.6377 3.4530 2.8610
H -3.2884 1.9018 -1.3217
H 0.7894 -2.7918 -0.1378
H 0.0226 1.7962 -1.9901
H 0.0099 -5.4895 1.2228

Forces on atoms 1 to 6 (eV/Å):
0.1 0.2 -0.3
0.0 0.1 0.0
-0.1 0.1 0.1
0.0 -0.1 0.0
-0.1 0.0 0.1
-0.2 -0.1 0.0

The calculation puts the orbital gap (spin up / spin down) at 7.73 / 7.76 eV. The LUMO energy (spin up / spin down) is -6.99 / -6.97 eV. The charge is +2.